No. 1
This record from the Open Molecules 2025 dataset describes a cluster of 2 separate species, C5H6N4 in total at a distorted geometry. The level of theory is wB97M-V/def2-TZVPD.

Geometry as XYZ:
```
15
Properties=species:S:1:pos:R:3
N -1.64 0.18 0.17
N 0.02 2.55 -2.11
N -0.25 -0.88 -2.47
N 1.74 0.29 0.26
C -0.65 -0.49 2.45
C 0.24 0.01 -1.70
C -1.12 -0.18 1.13
C 0.10 1.42 -1.89
C 1.07 -0.44 -0.52
H -1.03 -1.46 2.77
H 0.44 -0.53 2.43
H -0.97 0.29 3.15
H -0.84 -0.54 -3.22
H 1.21 -1.52 -0.51
H 1.68 1.29 0.06
```

Its charge is 0. The maximum force comes out at 0.0324 hartree/bohr. Its SMILES is [H]/N=C\C(C#N)=N\[H].CC#N. The energy above the lowest of the compared OMol25 structures with the same formula, charge and spin is 101.4 kJ/mol.

No. 2
This record from the Open Molecules 2025 dataset describes a cluster of 2 separate species, C4H14N2O2 in total at a distorted geometry. The level of theory is wB97M-V/def2-TZVPD.

Geometry as XYZ:
```
22
Properties=species:S:1:pos:R:3
O -1.79 1.96 -0.77
O -1.53 0.46 0.90
N 0.56 -0.57 2.08
N -0.27 -0.95 -1.13
C 0.47 1.14 -2.21
C 0.22 0.40 -0.91
C 0.92 -1.96 1.79
C -0.89 1.29 0.03
H 0.23 -2.62 2.31
H -2.54 1.36 -0.92
H 0.89 2.13 -2.02
H 1.15 0.58 -2.85
H 1.20 0.31 -0.40
H 1.94 -2.20 2.10
H -1.03 -1.15 -0.50
H -0.47 1.29 -2.75
H 1.16 0.07 1.52
H -0.78 -0.05 1.51
H 0.65 -0.37 3.07
H 0.86 -2.11 0.70
H -0.64 -1.07 -2.07
H -0.29 2.06 0.53
```

Its charge is 0. The maximum force comes out at 0.0524 hartree/bohr. Its SMILES is C[C@H](N)C(O)O.CN. The energy above the lowest of the compared OMol25 structures with the same formula, charge and spin is 97.7 kJ/mol.